# 1
The following is a quantum chemistry calculation of a molecular structure, C35H33AlBCl2N2O21 in a non-equilibrium geometry, from OMol25.

Geometry as ORCA input:
```
! wB97M-V def2-TZVPD RIJCOSX def2/J DEFGRID3
* xyz -1 1
C 0.25215 -4.64995 -8.73924
C -0.08067 -5.63283 -7.46706
Cl -0.09753 -7.40067 -8.12525
C -1.54795 -5.39025 -6.77672
Cl -1.40309 -4.47385 -5.14660
Al -2.96477 -4.57173 -8.02989
C -4.77492 -5.46320 -7.47443
C -5.40397 -6.39299 -8.68196
N -6.39333 -5.97106 -9.53793
B -3.25443 -2.54439 -7.78309
N -2.90040 -1.45686 -8.78689
O -3.91045 -2.12322 -6.50172
H -0.25647 -3.59676 -8.69716
H 1.43501 -4.49744 -8.73536
H 0.00352 -5.20763 -9.76353
H 0.80438 -5.52913 -6.67385
H -1.95895 -6.47286 -6.48677
H -2.72877 -4.98951 -9.55817
H -4.57419 -6.16453 -6.54985
H -5.55359 -4.61542 -7.16549
H -4.92826 -7.47110 -8.80751
H -6.58422 -6.78257 -10.19740
H -3.06349 -1.85270 -9.76149
H -3.63649 -0.69020 -8.72511
H -3.38355 -1.32586 -6.17242
C 0.50942 -3.92255 -1.73306
C -0.35688 -3.51682 -0.80267
C 0.09241 -3.17046 0.57421
O -0.72415 -2.78244 1.40228
C 1.52210 -3.31572 0.88960
C 2.38770 -3.72479 -0.03995
C 1.94243 -4.04449 -1.42402
O 2.76439 -4.40046 -2.26177
O 3.73228 -3.86611 0.25041
O -1.70570 -3.40231 -1.08500
H 0.19687 -4.17538 -2.73840
H 1.83240 -3.07780 1.89898
H 4.14872 -4.17215 -0.58471
H -2.12110 -3.09051 -0.25163
C -4.73438 -0.25341 2.95136
C -4.73993 0.74452 3.83726
C -3.79618 1.89026 3.71784
O -3.83768 2.80197 4.53642
C -2.83345 1.87706 2.60538
C -2.82577 0.87731 1.72159
C -3.78770 -0.25408 1.82545
O -3.76849 -1.14929 0.98736
O -1.92190 0.85722 0.67525
O -5.62505 0.75073 4.89963
H -5.41627 -1.09123 3.02487
H -2.14139 2.70686 2.54057
H -2.11843 0.03431 0.17655
H -5.43250 1.57659 5.39477
C -1.01578 4.73247 8.43966
C -1.57025 4.61581 7.23149
C -0.77816 4.15383 6.05812
O -1.31982 4.03836 4.96437
C 0.64763 3.85472 6.26372
C 1.20271 3.97478 7.47124
C 0.40403 4.41013 8.64968
O 0.93791 4.49340 9.75068
O 2.54273 3.69793 7.67098
O -2.90352 4.91950 7.02585
H -1.58036 5.06497 9.30165
H 1.21589 3.53711 5.39888
H 2.70256 3.85811 8.62665
H -3.06468 4.75352 6.07151
C 5.44181 7.57290 7.55817
C 4.47168 7.00657 8.27848
C 4.77976 6.02262 9.35299
O 3.86834 5.53317 10.01084
C 6.18978 5.66956 9.58054
C 7.15950 6.23341 8.85778
C 6.85313 7.23762 7.80240
O 7.76725 7.75228 7.16705
O 8.48654 5.90417 9.06454
O 3.14268 7.31477 8.05290
H 5.23224 8.29128 6.77566
H 6.39840 4.93984 10.35237
H 8.99304 6.44566 8.42054
H 2.63674 6.77781 8.70095
C 1.98975 0.75920 -2.67872
C 1.57952 1.49045 -3.71684
C 1.46351 0.90204 -5.07991
O 1.06560 1.59381 -6.01057
C 1.84266 -0.50856 -5.25617
C 2.25616 -1.23867 -4.21858
C 2.34568 -0.65768 -2.85089
O 2.71170 -1.35886 -1.91360
O 2.61663 -2.56417 -4.37765
O 1.24578 2.82355 -3.56323
H 2.07656 1.17353 -1.68216
H 1.77067 -0.91873 -6.25532
H 2.87735 -2.87282 -3.48252
H 0.97933 3.13044 -4.45715
*
```

Properties
Frontier orbital gap in Ha: 0.1406
E_tot in Eh: -4230.7179
HOMO in Ha: -0.18039
Relative energy (zero: lowest compared OMol25 entry of this formula, charge and spin) in kcal per mole: 84.6
LUMO in eV: -1.1

# 2
The following is a quantum chemistry calculation of a molecular structure, C2H3ClF18O6P3Zn in a non-equilibrium geometry, from OMol25.

Geometry as ORCA input:
```
! wB97M-V def2-TZVPD RIJCOSX def2/J DEFGRID3
* xyz -3 1
Zn 0.12824 0.02383 -0.04929
C 3.69279 -1.49595 -0.21917
C 2.38970 -0.84171 -0.24505
O 2.17548 0.28073 0.23531
O 1.39608 -1.48246 -0.65862
H 3.83955 -2.27424 -0.96768
H 3.83499 -1.96300 0.75620
H 4.51898 -0.79232 -0.32803
Cl -2.82992 -2.18711 -0.48510
O -2.48601 -3.48094 -1.04104
O -3.70415 -1.49986 -1.40457
O -3.41159 -2.27733 0.79058
O -1.59163 -1.42063 -0.32770
P 0.04447 1.12889 -3.57448
F -0.82982 2.34656 -3.06375
F 1.43716 1.88218 -3.23801
F 0.22625 0.64042 -2.01405
F 0.94749 -0.12007 -4.17829
F -1.27329 0.19443 -3.75232
F -0.13621 1.79866 -5.05814
P -1.54936 2.46847 0.64905
F -1.27321 3.34380 1.93581
F -3.16620 2.76639 0.71667
F -1.35634 3.69299 -0.43013
F -1.92299 1.41606 -0.57128
F -0.03117 1.93102 0.50451
F -1.78880 1.16913 1.54269
P 0.36217 -0.75180 3.49364
F -0.82644 0.31421 3.78147
F 1.35579 0.50002 3.41283
F 0.64878 -0.85759 5.12423
F 1.58981 -1.78050 3.39722
F -0.66070 -2.04522 3.45391
F 0.25013 -0.62708 1.81258
*
```

Properties
Frontier orbital gap in Ha: 0.3059
E_tot in Eh: -5591.1370
HOMO in Ha: -0.05556
Relative energy (zero: lowest compared OMol25 entry of this formula, charge and spin) in kcal per mole: 34.6
LUMO in eV: 6.8

# 3
The following is a quantum chemistry calculation of a molecular structure, C4H2ClNO3STl in a non-equilibrium geometry, from OMol25.

Geometry as ORCA input:
```
! wB97M-V def2-TZVPD RIJCOSX def2/J DEFGRID3
* xyz 3 1
O 0.58545 -2.81474 0.01738
C 0.43353 -1.70023 -0.13716
O 0.56912 -0.92768 -1.33580
C 0.97802 0.33529 -0.82679
Cl 0.95496 1.56648 -2.07420
C 0.05051 0.47628 0.49628
N -1.27774 1.05607 0.36577
C -2.04886 0.40121 -0.35793
S -2.94613 -0.73082 -0.99901
O 0.10469 -0.85967 0.96659
H 2.07869 0.13239 -0.59205
H 0.51536 1.09425 1.37229
Tl 0.00240 1.97117 3.10463
*
```

Properties
Frontier orbital gap in Ha: 0.1624
E_tot in Eh: -1463.4465
HOMO in Ha: -0.86867
Relative energy (zero: lowest compared OMol25 entry of this formula, charge and spin) in kcal per mole: 0.0
LUMO in eV: -19.2

# 4
The following is a quantum chemistry calculation of 11 unconnected molecules or ions with the total composition C11H44O11 in a non-equilibrium geometry, from OMol25.

Geometry as ORCA input:
```
! wB97M-V def2-TZVPD RIJCOSX def2/J DEFGRID3
* xyz 0 1
C 0.19342 -0.61862 0.53641
O 1.18922 0.11432 -0.13841
H 0.15068 -1.62745 0.12587
H 0.58547 -0.60254 1.55333
H -0.81359 -0.21187 0.44371
H 1.26185 -0.25809 -1.02025
C 5.63658 -0.59407 2.82973
O 6.01860 -1.59540 3.76161
H 5.52520 0.35452 3.35495
H 6.38926 -0.43897 2.05674
H 4.71625 -0.95127 2.36766
H 5.26221 -1.80365 4.31488
C 0.06742 3.95270 2.68960
O 1.29670 3.30359 2.13863
H -0.29446 4.60574 1.89546
H -0.78967 3.28471 2.77495
H 0.31140 4.50690 3.59594
H 1.03531 2.52368 1.64365
C 1.45151 0.74628 -6.23692
O 1.30465 0.14119 -4.97885
H 1.92021 0.08800 -6.96842
H 0.44889 1.04149 -6.54626
H 1.90148 1.73368 -6.13363
H 0.59281 -0.50261 -4.95870
C 6.12523 3.42089 0.34925
O 4.91416 3.58813 -0.35347
H 6.39385 2.39122 0.11318
H 6.77144 4.21504 -0.02470
H 6.08318 3.54947 1.43082
H 4.16755 3.11233 0.01772
C -1.51669 -2.33042 5.92027
O -0.71614 -2.11729 7.08333
H -2.52033 -1.96120 6.13121
H -1.33735 -1.72158 5.03412
H -1.63743 -3.35926 5.58112
H -1.07715 -1.51833 7.74099
C -1.61064 3.32094 -3.63954
O -2.68322 2.34583 -3.59054
H -1.99398 4.16024 -3.05925
H -0.71271 2.82964 -3.26482
H -1.42805 3.63484 -4.66726
H -2.44401 1.64366 -4.19992
C -4.97394 3.27351 0.36408
O -3.79716 2.52647 0.02894
H -5.02543 3.43632 1.44062
H -4.95237 4.25827 -0.10272
H -5.95364 2.82384 0.20260
H -3.64607 2.56670 -0.91824
C 3.53909 -3.60255 -4.99099
O 4.69125 -4.41932 -4.90292
H 3.33566 -3.27681 -3.97089
H 3.81568 -2.78259 -5.65376
H 2.68193 -4.19259 -5.31540
H 5.48349 -3.92063 -5.11568
C -5.78037 -1.19605 1.90926
O -5.53037 -2.37412 2.69830
H -6.84170 -0.98536 1.77780
H -5.49239 -0.35148 2.53526
H -5.28077 -1.12724 0.94295
H -6.24687 -2.53250 3.31729
C -3.28062 -5.20553 -0.34672
O -3.06629 -4.94211 1.08901
H -3.16473 -4.24379 -0.84644
H -2.57602 -5.95141 -0.71457
H -4.23837 -5.65941 -0.60129
H -3.83908 -4.51784 1.46900
*
```

Properties
Frontier orbital gap in Ha: 0.3659
E_tot in Eh: -1272.8432
HOMO in Ha: -0.36476
Relative energy (zero: lowest compared OMol25 entry of this formula, charge and spin) in kcal per mole: 105.5
LUMO in eV: 0.0
Structure (SMILES): CO.CO.CO.CO.CO.CO.CO.CO.CO.CO.CO

# 5
The following is a quantum chemistry calculation of a molecular structure, C4H7NO2, from OMol25.

Geometry as ORCA input:
```
! wB97M-V def2-TZVPD RIJCOSX def2/J DEFGRID3
* xyz 0 1
O -0.43795 -0.63498 -2.54109
N -0.94558 -0.99331 -1.30564
C -0.47414 -0.22336 -0.36969
C -0.72803 -0.36468 1.13730
C 0.03937 0.94769 1.14247
C 0.86021 0.62537 -0.08481
O 2.07819 -0.02753 0.13415
H -0.88566 -1.24333 -3.14904
H -0.21938 -1.22560 1.60155
H -1.77034 -0.34397 1.47090
H 0.42412 1.46317 2.04479
H -0.93681 1.01229 -0.21017
H 1.07443 1.40938 -0.81120
H 1.94926 -0.68994 0.82814
*
```

Properties
Frontier orbital gap (alpha / beta) in Ha: 0.3033 / 0.3061
E_tot in Eh: -361.6072
HOMO (alpha / beta) in Ha: -0.31280 / -0.31374
Relative energy (zero: lowest compared OMol25 entry of this formula, charge and spin) in kcal per mole: 171.7
LUMO (alpha / beta) in eV: -0.3 / -0.2

# 6
The following is a quantum chemistry calculation of 2 unconnected molecules or ions with the total composition C2HCl2O3 in a non-equilibrium geometry, from OMol25.

Geometry as ORCA input:
```
! wB97M-V def2-TZVPD RIJCOSX def2/J DEFGRID3
* xyz -1 1
C 1.40326 -0.73153 -0.18155
C -1.76298 0.74922 0.43737
O 2.30173 -1.54883 -0.28140
O 1.68784 0.42719 0.57032
O 0.25938 -0.77512 -0.66511
Cl -2.08798 1.58108 -1.01134
Cl -2.67688 -0.65564 0.55474
H 0.87565 0.95363 0.57696
*
```

Properties
Frontier orbital gap (alpha / beta) in Ha: 0.2569 / 0.2569
E_tot in Eh: -1222.9079
HOMO (alpha / beta) in Ha: -0.15855 / -0.15858
Relative energy (zero: lowest compared OMol25 entry of this formula, charge and spin) in kcal per mole: 76.3
LUMO (alpha / beta) in eV: 2.7 / 2.7

# 7
The following is a quantum chemistry calculation of C3H7N3 in the gas phase in a non-equilibrium geometry, from OMol25.

Geometry as ORCA input:
```
! wB97M-V def2-TZVPD RIJCOSX def2/J DEFGRID3
* xyz 0 1
C 1.16881 -0.08782 0.01793
C -1.29766 -0.61694 0.02323
C -1.88791 0.52104 -0.41935
H 0.55017 1.40843 1.18254
H 1.89497 1.76735 0.21653
H 2.19020 -1.43652 -0.81493
H 0.23385 -1.87380 0.55221
H -1.93989 -1.46152 0.26379
H -2.97932 0.41375 -0.61687
H -1.25562 1.42967 -0.56860
N 0.98465 1.26847 0.21194
N 2.27347 -0.45618 -0.50271
N 0.06426 -0.87592 0.45429
*
```

Properties
Frontier orbital gap in Ha: 0.3521
E_tot in Eh: -282.7489
HOMO in Ha: -0.32126
Relative energy (zero: lowest compared OMol25 entry of this formula, charge and spin) in kcal per mole: 15.9
LUMO in eV: 0.8
Structure (SMILES): [H]/N=C(/N)NC=C